1.
The following is a DFT calculation (ωB97M-V/def2-TZVPD) of one molecule with the formula C3H4N2S at a distorted geometry.

The geometry in XYZ format:
```
10
Properties=species:S:1:pos:R:3
C 1.898 1.151 -0.061
C 2.949 0.360 0.110
C 1.128 -1.302 0.036
N -0.455 0.605 -0.292
N 0.678 0.109 -0.085
S 4.264 -0.567 0.238
H 1.760 -1.382 -0.824
H 1.815 -1.369 0.847
H 0.246 -1.993 0.077
H -1.293 -0.040 -0.161
```

LUMO level (alpha / beta): -1.0 / -1.0 eV
total energy: -16985.5017 eV
total charge: 0
Kohn-Sham gap (alpha / beta): 7.150 / 7.153 eV
energy above the lowest of the compared OMol25 structures with the same formula, charge and spin: 577.90 kJ/mol

=====

2.
The following is a DFT calculation (ωB97M-V/def2-TZVPD) of one molecule with the formula C3H4N2S at a distorted geometry.

The geometry in XYZ format:
```
10
Properties=species:S:1:pos:R:3
S 0.141 2.215 -0.697
N -0.012 0.591 -0.195
C 0.258 -0.625 -0.916
C -0.195 -1.562 -0.009
N -0.619 -0.993 1.192
C -0.498 0.275 1.063
H 1.382 2.477 -0.182
H 0.593 -0.697 -1.905
H -0.247 -2.683 -0.113
H -0.802 0.999 1.762
```

LUMO level: 0.6 eV
total energy: -16990.2816 eV
total charge: 0
Kohn-Sham gap: 9.874 eV
SMILES: Sn1ccnc1
energy above the lowest of the compared OMol25 structures with the same formula, charge and spin: 116.70 kJ/mol

=====

3.
The following is a DFT calculation (ωB97M-V/def2-TZVPD) of an isolated ion of composition C3H4N3 and charge +1 at a distorted geometry.

The geometry in XYZ format:
```
10
Properties=species:S:1:pos:R:3
N 0.430 1.433 1.019
C -0.043 0.414 0.388
C 0.477 -0.254 -0.783
C -0.361 -1.312 -1.033
N -1.181 -1.562 0.056
N -1.191 -0.688 0.872
H 1.349 1.758 1.003
H -0.213 1.919 1.608
H 1.208 0.314 -1.310
H -0.474 -2.022 -1.820
```

LUMO level: -7.4 eV
total energy: -7635.4232 eV
total charge: +1
Kohn-Sham gap: 7.913 eV
SMILES: [NH2+]=C1C=CN=N1
energy above the lowest of the compared OMol25 structures with the same formula, charge and spin: 85.19 kJ/mol

=====

4.
The following is a DFT calculation (ωB97M-V/def2-TZVPD) of C3H4N3O2 as an isolated structure at a distorted geometry.

The geometry in XYZ format:
```
12
Properties=species:S:1:pos:R:3
C -0.844 0.029 0.720
C 0.487 1.211 -0.072
C 1.302 -0.993 -0.033
N -0.027 -1.116 0.288
N 1.559 0.408 -0.126
N -2.117 0.081 0.034
O 0.496 2.430 -0.123
O 2.145 -1.907 -0.205
H -0.519 -2.003 0.478
H 2.411 0.720 -0.465
H -2.655 0.821 0.533
H -2.238 0.319 -1.030
```

LUMO level: 4.1 eV
total energy: -11740.5247 eV
total charge: -1
Kohn-Sham gap: 6.355 eV
energy above the lowest of the compared OMol25 structures with the same formula, charge and spin: 152.03 kJ/mol

=====

5.
The following is a DFT calculation (ωB97M-V/def2-TZVPD) of a 2-piece molecular cluster, C3H4N3O2 overall at a distorted geometry.

The geometry in XYZ format:
```
12
Properties=species:S:1:pos:R:3
C 1.533 -0.455 -0.475
C -1.458 0.117 -0.709
C 1.863 0.577 0.436
N 1.345 -1.338 -1.180
N -0.601 0.459 0.225
N 2.033 0.369 1.696
O -2.554 -0.748 -0.252
O -1.486 0.452 -1.882
H 1.961 1.552 -0.111
H -3.438 -0.379 -0.592
H -0.865 0.014 1.072
H 1.667 -0.621 1.772
```

LUMO level: 4.1 eV
total energy: -11740.9329 eV
total charge: -1
Kohn-Sham gap: 8.162 eV
energy above the lowest of the compared OMol25 structures with the same formula, charge and spin: 112.65 kJ/mol

=====

6.
The following is a DFT calculation (ωB97M-V/def2-TZVPD) of one molecule with the formula C3H4N3P at a distorted geometry.

The geometry in XYZ format:
```
11
Properties=species:S:1:pos:R:3
C 2.593 -1.412 0.122
C 2.917 1.006 0.073
C 0.249 0.541 0.073
N 2.783 -2.232 0.869
N 3.511 1.752 0.707
N -0.789 -0.335 -0.258
P 2.138 -0.097 -0.989
H 0.600 0.538 1.133
H 0.089 1.540 -0.089
H -1.293 -0.224 -1.081
H -0.779 -1.330 0.121
```

LUMO level (alpha / beta): 0.5 / -3.2 eV
total energy: -16929.5246 eV
multiplicity: 3
total charge: 0
Kohn-Sham gap (alpha / beta): 6.658 / 7.844 eV
energy above the lowest of the compared OMol25 structures with the same formula, charge and spin: 0.00 kJ/mol

=====

7.
The following is a DFT calculation (ωB97M-V/def2-TZVPD) of C3H4N4 as an isolated structure at a distorted geometry.

The geometry in XYZ format:
```
11
Properties=species:S:1:pos:R:3
N 1.781 -0.137 -0.588
C 0.455 -0.222 -0.331
C -0.047 0.777 0.705
N -1.204 1.000 1.181
C -2.394 -0.590 -0.035
N -1.541 -1.085 -0.685
N -0.210 -1.116 -1.001
H 2.387 0.407 0.005
H 2.198 -0.834 -1.190
H 0.816 1.386 1.066
H -2.233 0.430 0.881
```

LUMO level: 0.1 eV
total energy: -9131.8594 eV
total charge: 0
Kohn-Sham gap: 9.158 eV
energy above the lowest of the compared OMol25 structures with the same formula, charge and spin: 482.25 kJ/mol

=====

8.
The following is a DFT calculation (ωB97M-V/def2-TZVPD) of C3H4N4 as an isolated structure at a distorted geometry.

The geometry in XYZ format:
```
11
Properties=species:S:1:pos:R:3
C -0.589 -1.729 -0.159
C 1.093 -1.090 -1.534
C -0.533 1.247 0.712
N -1.395 -2.421 0.301
N 1.868 -0.945 -2.362
N 0.618 0.500 0.644
N 0.324 -0.907 -0.504
H -1.323 0.773 1.281
H -0.424 2.158 1.291
H -1.113 1.449 -0.225
H 1.476 0.965 0.556
```

LUMO level (alpha / beta): -1.9 / -1.9 eV
total energy: -9131.2118 eV
total charge: 0
Kohn-Sham gap (alpha / beta): 8.232 / 8.231 eV
energy above the lowest of the compared OMol25 structures with the same formula, charge and spin: 544.73 kJ/mol

=====

9.
The following is a DFT calculation (ωB97M-V/def2-TZVPD) of one molecule with the formula C3H4N4O at a distorted geometry.

The geometry in XYZ format:
```
12
Properties=species:S:1:pos:R:3
O -0.379 0.176 -2.520
C 0.747 -0.187 -2.036
N 0.997 -0.186 -0.747
C 0.231 -0.038 0.375
N 0.695 0.461 1.538
C -0.583 0.431 2.248
N -1.674 0.174 1.434
N -1.133 -0.077 0.242
H 1.512 -0.412 -2.770
H 1.929 -0.570 -0.555
H -0.608 0.795 3.287
H -1.735 -0.567 -0.495
```

LUMO level: 0.5 eV
total energy: -11182.6575 eV
total charge: 0
Kohn-Sham gap: 9.997 eV
SMILES: O=CNc1ncn[nH]1
energy above the lowest of the compared OMol25 structures with the same formula, charge and spin: 126.55 kJ/mol

=====

10.
The following is a DFT calculation (ωB97M-V/def2-TZVPD) of one molecule with the formula C3H4N4O at a distorted geometry.

The geometry in XYZ format:
```
12
Properties=species:S:1:pos:R:3
H 2.637 1.218 -0.232
N 1.556 1.604 0.052
C 0.563 0.846 0.082
N -0.657 1.429 0.022
C -1.720 0.694 -0.107
C -1.860 -0.742 0.040
N -0.565 -1.364 0.023
N 0.534 -0.624 0.092
O 1.702 -1.391 -0.174
H -2.633 1.352 -0.348
H -2.664 -1.384 0.049
H 1.082 -2.162 0.507
```

LUMO level: -0.7 eV
total energy: -11177.6972 eV
total charge: 0
Kohn-Sham gap: 8.002 eV
SMILES: [H]/N=c1/nccnn1O
energy above the lowest of the compared OMol25 structures with the same formula, charge and spin: 605.15 kJ/mol

=====

11.
The following is a DFT calculation (ωB97M-V/def2-TZVPD) of one molecule with the formula C3H4N4O at a distorted geometry.

The geometry in XYZ format:
```
12
Properties=species:S:1:pos:R:3
C -2.175 0.573 -0.448
C -2.192 -0.337 0.680
N -1.186 -0.466 -0.316
C 0.136 -0.206 -0.186
N 1.161 -1.121 -0.235
N 2.211 -0.489 0.101
O 1.961 0.810 0.137
N 0.574 1.003 0.106
H -1.892 1.566 -0.226
H -2.881 0.325 -1.193
H -1.884 0.091 1.665
H -2.964 -1.129 0.784
```

LUMO level: 0.2 eV
total energy: -11179.2434 eV
total charge: 0
Kohn-Sham gap: 10.398 eV
SMILES: C1CN1c1nnon1
energy above the lowest of the compared OMol25 structures with the same formula, charge and spin: 455.96 kJ/mol

=====

12.
The following is a DFT calculation (ωB97M-V/def2-TZVPD) of one molecule with the formula C3H4N4O2 at a distorted geometry.

The geometry in XYZ format:
```
13
Properties=species:S:1:pos:R:3
O 2.048 -1.211 0.111
N 2.316 -0.078 0.049
O 3.307 0.555 0.137
N 1.140 0.802 -0.236
C -0.126 0.376 -0.020
C -1.308 1.086 0.133
N -2.313 0.218 0.229
C -1.845 -0.970 0.046
N -0.486 -0.946 -0.166
H 1.274 1.782 -0.516
H -1.557 2.162 0.228
H -2.410 -1.950 0.074
H -0.040 -1.825 -0.070
```

LUMO level: 0.3 eV
total energy: -13226.9977 eV
total charge: 0
Kohn-Sham gap: 8.602 eV
SMILES: O=[N+]([O-])Nc1cnc[nH]1
energy above the lowest of the compared OMol25 structures with the same formula, charge and spin: 377.98 kJ/mol

=====

13.
The following is a DFT calculation (ωB97M-V/def2-TZVPD) of one molecule with the formula C3H4N4O2 at a distorted geometry.

The geometry in XYZ format:
```
13
Properties=species:S:1:pos:R:3
C -1.207 1.063 0.022
C 0.117 0.050 -0.012
N 1.342 0.957 -0.503
O 1.534 1.940 0.167
O 1.979 0.608 -1.456
N -0.173 -1.081 -0.776
C 0.061 -2.073 -0.013
N 0.296 -1.642 1.342
N 0.373 -0.427 1.317
H -1.771 0.625 -0.670
H -0.794 2.040 -0.228
H -1.642 1.054 0.967
H -0.114 -3.113 -0.158
```

LUMO level: -1.2 eV
total energy: -13225.8002 eV
total charge: 0
Kohn-Sham gap: 9.453 eV
SMILES: C[C@]1([N+](=O)[O-])N=CN=N1
energy above the lowest of the compared OMol25 structures with the same formula, charge and spin: 493.53 kJ/mol

=====

14.
The following is a DFT calculation (ωB97M-V/def2-TZVPD) of one molecule with the formula C3H4N4S.

The geometry in XYZ format:
```
12
Properties=species:S:1:pos:R:3
N 0.981 1.801 -0.017
C 0.208 0.693 -0.007
N -1.109 0.851 -0.004
N -1.827 -0.256 0.002
N -1.421 -1.496 -0.001
C -0.120 -1.682 -0.013
C 0.835 -0.615 -0.009
S 2.483 -0.815 0.000
H 2.002 1.662 0.004
H 0.557 2.709 0.055
H -2.811 -0.130 -0.012
H 0.221 -2.722 0.001
```

LUMO level: -0.5 eV
total energy: -19970.2667 eV
total charge: 0
Kohn-Sham gap: 7.621 eV
SMILES: Nc1n[nH]ncc1=S
energy above the lowest of the compared OMol25 structures with the same formula, charge and spin: 35.46 kJ/mol

=====

15.
The following is a DFT calculation (ωB97M-V/def2-TZVPD) of an isolated ion of composition C3H4NO and charge -1 at a distorted geometry.

The geometry in XYZ format:
```
9
Properties=species:S:1:pos:R:3
C -0.562 -1.507 0.716
C 0.368 -0.623 -0.096
C 0.442 0.602 -0.342
N 0.640 1.822 -0.797
O 0.118 2.570 -1.820
H -0.316 -1.599 1.824
H -1.572 -1.191 0.563
H -0.451 -2.483 0.173
H 1.333 2.407 -0.221
```

LUMO level: 4.3 eV
total energy: -6709.3463 eV
total charge: -1
Kohn-Sham gap: 6.001 eV
SMILES: CC#CN[O-]
energy above the lowest of the compared OMol25 structures with the same formula, charge and spin: 139.06 kJ/mol

=====

16.
The following is a DFT calculation (ωB97M-V/def2-TZVPD) of C3H4NO as an isolated structure at a distorted geometry.

The geometry in XYZ format:
```
9
Properties=species:S:1:pos:R:3
C 0.188 -0.967 0.007
C -0.108 1.050 -0.039
C -1.080 -0.044 -0.032
N 0.969 0.257 -0.032
O -2.258 0.054 -0.095
H 0.185 -1.550 0.916
H 0.472 -1.499 -0.886
H -0.381 2.268 0.290
H 2.012 0.433 -0.129
```

LUMO level: -7.2 eV
total energy: -6702.7028 eV
total charge: +1
Kohn-Sham gap: 8.864 eV
energy above the lowest of the compared OMol25 structures with the same formula, charge and spin: 189.83 kJ/mol

=====

17.
The following is a DFT calculation (ωB97M-V/def2-TZVPD) of a 2-piece molecular cluster, C3H4NO overall at a distorted geometry.

The geometry in XYZ format:
```
9
Properties=species:S:1:pos:R:3
C -0.342 -0.593 -0.727
C 0.215 0.731 0.766
C -0.339 -0.743 0.791
N 0.243 0.754 -0.518
O -0.317 -1.518 1.669
H 0.292 -1.361 -1.224
H -1.204 -0.664 -1.249
H 1.133 2.029 1.751
H 0.320 1.365 -1.257
```

LUMO level: -6.6 eV
total energy: -6700.1236 eV
total charge: +1
Kohn-Sham gap: 9.261 eV
energy above the lowest of the compared OMol25 structures with the same formula, charge and spin: 438.69 kJ/mol

=====

18.
The following is a DFT calculation (ωB97M-V/def2-TZVPD) of an isolated ion of composition C3H4NO and charge +1 at a distorted geometry.

The geometry in XYZ format:
```
9
Properties=species:S:1:pos:R:3
C -0.656 -0.571 1.099
C -0.276 1.585 1.016
C 0.534 0.307 -0.736
N -0.159 -0.841 -0.033
O 0.220 1.486 -0.058
H -1.064 -0.959 1.976
H 1.498 -0.019 -0.739
H 0.347 0.588 -1.768
H -0.443 -1.576 -0.757
```

LUMO level: -5.4 eV
total energy: -6700.0432 eV
total charge: +1
Kohn-Sham gap: 9.171 eV
energy above the lowest of the compared OMol25 structures with the same formula, charge and spin: 446.45 kJ/mol

=====

19.
The following is a DFT calculation (ωB97M-V/def2-TZVPD) of an isolated ion of composition C3H4NO and charge +1 at a distorted geometry.

The geometry in XYZ format:
```
9
Properties=species:S:1:pos:R:3
C 0.824 0.578 -1.411
C -0.369 -0.196 0.998
C -0.083 -0.102 -0.815
N -0.570 -0.829 2.005
O -0.773 -1.536 2.858
H 1.588 1.119 -0.955
H 0.766 0.535 -2.557
H -0.287 0.770 0.939
H -1.097 -0.340 -1.063
```

LUMO level (alpha / beta): -4.9 / -9.6 eV
total energy: -6696.6458 eV
multiplicity: 3
total charge: +1
Kohn-Sham gap (alpha / beta): 9.236 / 6.242 eV
energy above the lowest of the compared OMol25 structures with the same formula, charge and spin: 412.18 kJ/mol

=====

20.
The following is a DFT calculation (ωB97M-V/def2-TZVPD) of a 2-piece molecular cluster, C3H4NO2 overall at a distorted geometry.

The geometry in XYZ format:
```
10
Properties=species:S:1:pos:R:3
C -1.818 0.166 0.227
C -3.759 0.178 0.954
C 0.656 0.126 0.346
N -0.764 -0.033 0.867
O -3.963 1.257 1.493
O -4.346 -0.842 0.709
H -1.734 0.388 -0.881
H 1.224 0.841 0.847
H 0.710 0.117 -0.728
H 1.090 -0.730 0.711
```

LUMO level: 4.1 eV
total energy: -8760.1723 eV
total charge: -1
Kohn-Sham gap: 7.027 eV
energy above the lowest of the compared OMol25 structures with the same formula, charge and spin: 216.02 kJ/mol